ORCA calculation (the ωB97M-V functional and the def2-TZVPD basis) on a molecular structure, C32H55MgN4OP2.

XYZ file:
```
95
Properties=species:S:1:pos:R:3:forces:R:3:lowdin_charge:R:1
C -2.398 1.507 -0.785 -0.3 -1.3 0.0 -0.3220
C -2.251 -0.852 -0.534 -0.3 1.2 -0.1 -0.2788
C -3.648 1.385 -1.399 0.1 -0.1 0.0 -0.0143
C -3.497 -1.018 -1.166 0.2 0.1 0.2 -0.0043
C -4.207 0.108 -1.582 0.4 0.2 0.2 -0.0236
H -4.169 2.282 -1.746 0.2 -0.3 0.1 0.1218
H -3.893 -2.027 -1.316 0.1 0.4 0.0 0.1218
H -5.185 -0.001 -2.062 0.4 0.1 0.2 0.1202
N -1.739 0.401 -0.329 -1.3 0.2 -0.2 0.0399
P 0.188 2.563 -0.740 -0.2 2.1 -1.3 1.1178
P -0.457 -1.597 1.477 -1.0 -1.6 0.6 1.1727
C -1.681 2.829 -0.646 0.4 0.2 0.3 -0.2295
H -2.078 3.563 -1.368 0.2 -0.3 0.3 0.0990
H -1.837 3.233 0.373 -0.2 -0.1 -0.5 0.0830
C -1.338 -1.983 -0.173 0.2 0.2 0.4 -0.2760
H -1.868 -2.945 -0.206 0.2 0.4 0.1 0.0950
C 0.807 -3.030 1.746 -0.2 0.3 0.1 -0.6176
C -1.829 -1.709 2.813 0.0 -0.2 -0.3 -0.6416
C 0.581 2.410 -2.608 -0.3 -0.1 0.3 -0.6373
C 0.916 4.207 -0.083 -0.1 -0.2 -0.3 -0.6574
C 2.220 -2.516 1.388 0.2 -0.1 -0.1 -0.1029
H 2.653 -1.948 2.225 -0.1 -0.2 -0.2 0.0651
H 2.865 -3.395 1.199 -0.2 0.4 0.1 0.1012
H 2.230 -1.868 0.503 0.0 -0.3 0.1 0.0436
C 0.862 -3.446 3.230 -0.1 -0.1 0.1 -0.0918
H 1.177 -2.608 3.874 -0.1 -0.4 -0.2 0.0757
H -0.091 -3.849 3.605 0.4 0.1 -0.2 0.0704
H 1.621 -4.244 3.329 -0.3 0.3 0.0 0.0998
C 0.460 -4.252 0.876 0.0 -0.2 0.0 -0.0724
H 0.902 -5.157 1.332 -0.2 0.4 -0.2 0.1012
H -0.626 -4.417 0.785 0.5 -0.1 0.1 0.0607
H 0.881 -4.152 -0.135 -0.3 0.0 0.4 0.0613
C -1.228 -1.399 4.204 -0.1 0.4 0.2 -0.0975
H -0.273 -0.861 4.113 -0.2 -0.1 0.2 0.0480
H -1.934 -0.742 4.747 0.5 -0.3 -0.1 0.0869
H -1.073 -2.297 4.815 0.1 0.3 -0.3 0.0758
C -2.888 -0.620 2.525 -0.1 0.2 -0.1 -0.0950
H -2.433 0.315 2.169 -0.4 -0.3 0.1 0.0373
H -3.638 -0.953 1.792 0.4 0.2 0.1 0.0827
H -3.418 -0.402 3.471 0.1 -0.1 -0.5 0.0966
C -2.544 -3.075 2.818 0.0 -0.5 0.4 -0.0711
H -2.215 -3.731 1.997 -0.3 0.2 0.3 0.0600
H -2.316 -3.594 3.768 -0.3 0.0 -0.5 0.0798
H -3.641 -2.961 2.756 0.5 -0.1 0.0 0.0887
C 2.456 4.103 -0.118 0.0 0.1 0.0 -0.0845
H 2.886 5.066 0.214 -0.1 -0.4 -0.1 0.1025
H 2.816 3.317 0.568 -0.2 0.4 -0.3 0.0568
H 2.846 3.895 -1.127 -0.2 0.1 0.3 0.0765
C 0.498 4.388 1.389 0.0 0.0 0.1 -0.1044
H -0.588 4.275 1.537 0.4 0.2 0.0 0.0692
H 1.011 3.670 2.046 -0.1 0.3 -0.2 0.0663
H 0.775 5.412 1.703 -0.1 -0.5 0.0 0.1006
C 0.421 5.439 -0.868 -0.2 0.3 0.1 -0.0872
H -0.616 5.302 -1.218 0.4 0.2 0.1 0.0712
H 0.423 6.314 -0.191 0.0 -0.3 -0.4 0.0903
H 1.051 5.686 -1.733 -0.3 -0.1 0.4 0.0718
C -0.538 1.543 -3.217 -0.2 -0.1 -0.1 -0.1022
H -1.486 2.097 -3.316 0.3 -0.2 0.0 0.0879
H -0.229 1.226 -4.230 -0.1 0.2 0.4 0.1026
H -0.705 0.637 -2.618 0.1 0.2 -0.3 0.0475
C 1.911 1.630 -2.715 0.3 0.1 -0.5 -0.0943
H 1.715 0.601 -3.065 0.3 0.4 0.5 0.0640
H 2.564 2.138 -3.450 -0.2 -0.3 0.3 0.0924
H 2.452 1.589 -1.756 -0.1 -0.1 -0.4 0.0321
C 0.646 3.724 -3.405 -0.1 0.2 0.0 -0.0904
H -0.254 4.345 -3.254 0.4 -0.3 -0.1 0.0796
H 1.536 4.328 -3.169 -0.3 -0.3 -0.1 0.0718
H 0.695 3.474 -4.482 0.0 0.0 0.4 0.0999
Mg 0.244 0.547 0.590 1.8 -2.7 -3.9 0.0861
C -0.396 1.521 2.121 -3.0 4.6 8.7 -0.0273
O -0.715 2.030 3.140 1.6 -2.8 -5.5 0.1517
N 0.631 -0.833 -1.061 -0.7 -1.3 0.2 0.0474
C -0.151 -1.823 -1.218 1.3 1.3 0.0 -0.4107
C -0.066 -2.790 -2.440 -0.2 0.0 0.1 -0.5273
C -1.081 -3.948 -2.392 -0.1 -0.1 0.0 -0.0615
C -0.335 -1.963 -3.717 -0.2 0.0 0.0 -0.0572
C 1.371 -3.352 -2.523 0.3 -0.2 0.0 -0.0480
H -0.954 -4.584 -1.499 0.0 0.2 -0.4 0.0706
H -2.121 -3.577 -2.409 0.3 -0.1 0.0 0.0774
H -0.947 -4.594 -3.278 -0.1 0.3 0.3 0.0938
H 0.435 -1.185 -3.830 -0.3 -0.3 0.1 0.0613
H -0.315 -2.618 -4.608 0.0 0.3 0.4 0.0955
H -1.323 -1.471 -3.673 0.3 -0.2 -0.1 0.0824
H 1.345 -4.447 -2.674 0.1 0.4 0.0 0.0876
H 1.900 -2.886 -3.370 0.0 -0.3 0.4 0.0837
H 1.943 -3.148 -1.603 -0.2 0.0 -0.5 0.0605
N 3.367 0.940 0.966 1.3 0.2 0.4 0.0230
C 4.274 1.046 1.957 1.0 0.2 0.2 -0.0679
C 3.641 0.842 3.159 0.8 0.1 0.4 -0.0428
C 2.328 0.612 2.831 0.0 0.3 -1.2 -0.1481
N 2.177 0.686 1.487 -1.5 -0.2 0.7 -0.0475
H 3.569 1.066 -0.042 -0.7 -0.3 1.1 0.1740
H 5.322 1.276 1.819 -0.2 -0.1 -0.4 0.1302
H 4.069 0.872 4.153 0.0 0.0 -0.3 0.1168
H 1.533 0.430 3.538 -0.3 -0.1 -0.4 0.1035
```
Positions in Å, forces in eV/Å.

Its orbital gap is 6.3 eV. As for the charge: +1. Its energy above the lowest of the compared OMol25 structures with the same formula, charge and spin is 1.8023 eV.